Entry 1:
{"formula": "C19H17F3N2O4", "method": "wB97M-V/def2-TZVPD", "homo_energy_ev": -8.33, "gap_ev": 9.0, "e_lumo_ev": 0.7, "de_lowest_kj_mol": 380.1, "smiles": "Cc1ccc(CN(C)C(=O)c2cc(COc3cccc(C(F)(F)F)c3)on2)o1", "multiplicity": 1, "energy_ev": -39300.288, "symbols": ["C", "C", "C", "C", "C", "O", "C", "N", "C", "O", "C", "N", "O", "C", "C", "H", "C", "O", "C", "C", "C", "C", "C", "C", "H", "C", "F", "F", "F", "H", "H", "H", "H", "H", "C", "H", "H", "H", "H", "H", "H", "H", "H", "H", "H"], "positions_angstrom": [[4.33863, 1.43484, 1.18437], [4.24364, -0.03636, 1.37075], [5.18501, -1.02107, 1.32240], [4.50095, -2.23860, 1.56579], [3.19198, -1.90867, 1.75479], [3.03342, -0.57128, 1.63466], [1.98250, -2.74235, 2.01629], [1.02193, -2.63023, 0.92894], [-0.19076, -2.11123, 1.20557], [-0.54018, -1.80725, 2.33627], [-1.13865, -1.89868, 0.08137], [-1.03950, -2.35449, -1.14265], [-2.12089, -1.92427, -1.82719], [-2.90354, -1.19412, -1.01114], [-2.33484, -1.14147, 0.22595], [-2.67803, -0.65216, 1.11141], [-4.14978, -0.59080, -1.57531], [-4.56417, 0.55589, -0.87027], [-3.74431, 1.63862, -0.82993], [-4.18622, 2.70611, -0.04359], [-3.42974, 3.85194, 0.07488], [-2.21207, 3.96430, -0.58012], [-1.78049, 2.90801, -1.36275], [-2.53370, 1.74754, -1.50220], [-2.15336, 0.95869, -2.13127], [-0.46905, 2.96207, -2.09158], [0.19293, 4.11294, -1.92297], [0.36969, 1.98241, -1.69865], [-0.61890, 2.80116, -3.42062], [-1.61078, 4.85388, -0.48426], [-3.78404, 4.66661, 0.68657], [-5.13061, 2.60380, 0.46642], [-4.98476, -1.29329, -1.47677], [-4.00102, -0.37846, -2.64313], [1.47215, -3.01617, -0.38681], [2.50932, -3.33652, -0.31427], [0.86486, -3.83212, -0.77921], [1.40872, -2.18187, -1.08625], [1.46574, -2.39914, 2.91832], [2.28374, -3.78680, 2.14197], [4.92838, -3.22009, 1.60466], [6.23210, -0.89998, 1.13480], [5.35955, 1.70872, 0.93668], [3.67441, 1.75670, 0.38336], [4.03977, 1.95326, 2.09470]], "forces_ev_per_a": [[-0.312, -0.211, 0.097], [0.983, -0.023, -0.181], [-0.320, 0.542, 0.000], [-0.698, 0.021, 0.170], [0.536, -0.874, 0.029], [-0.413, 0.171, 0.040], [-0.019, 0.400, 0.283], [0.091, -0.018, 0.181], [0.389, -0.255, 0.240], [-0.301, 0.173, -0.077], [-0.935, 0.358, -0.546], [0.868, -0.461, 0.281], [-0.676, 0.372, -0.181], [0.319, 0.059, 1.065], [-0.244, -0.156, -0.680], [-0.102, 0.139, 0.181], [-0.016, -0.256, -0.316], [-0.090, -0.081, 0.161], [0.312, 0.483, -0.011], [-0.018, -0.233, -0.086], [-0.015, -0.062, -0.014], [0.184, -0.122, -0.165], [-0.025, 0.143, 0.058], [-0.179, -0.040, -0.001], [0.011, -0.105, -0.044], [0.337, -0.053, -0.193], [-0.106, 0.236, 0.168], [-0.070, -0.151, 0.155], [-0.206, -0.037, -0.099], [0.052, 0.059, 0.002], [-0.059, 0.067, 0.067], [-0.123, -0.003, 0.075], [0.165, 0.120, -0.098], [-0.028, -0.011, 0.118], [0.031, -0.162, -0.451], [-0.019, 0.033, 0.020], [0.140, 0.024, -0.045], [0.104, -0.093, -0.015], [0.146, -0.185, -0.122], [0.033, 0.117, 0.024], [-0.004, -0.256, 0.010], [0.213, 0.130, -0.054], [0.044, 0.012, -0.013], [0.003, 0.091, -0.064], [0.016, 0.097, 0.032]]}

Entry 2:
{"formula": "C16H39Cl2N3O10PV", "method": "wB97M-V/def2-TZVPD", "homo_energy_ev": -7.87, "gap_ev": 8.3, "e_lumo_ev": 0.4, "multiplicity": 1, "energy_ev": -102194.853, "symbols": ["O", "V", "O", "C", "C", "O", "H", "H", "H", "H", "H", "C", "C", "O", "N", "C", "H", "H", "H", "H", "H", "H", "H", "C", "C", "O", "N", "C", "H", "H", "H", "H", "H", "H", "H", "C", "C", "O", "N", "C", "H", "H", "H", "H", "H", "H", "H", "C", "O", "P", "O", "O", "C", "O", "C", "H", "H", "H", "H", "H", "H", "H", "H", "H", "Cl", "C", "C", "Cl", "H", "H", "H", "H"], "positions_angstrom": [[-0.03158, 1.43599, -2.08491], [-0.17238, 0.83672, -0.58870], [0.25610, -0.70824, -0.79068], [-4.60862, 0.77301, -1.31142], [-3.59857, 0.17893, -0.32046], [-2.29284, 0.41956, -0.66645], [-4.65738, 0.18095, -2.22580], [-4.48384, 1.83572, -1.51754], [-5.59762, 0.70608, -0.83820], [-3.85213, -0.88314, -0.16664], [-3.80134, 0.66319, 0.65480], [1.93117, -3.74048, 0.20018], [0.59740, -4.31106, 0.68408], [0.53514, -5.21728, 1.50642], [-0.48255, -3.80717, 0.08215], [-1.83726, -4.21903, 0.39167], [2.50579, -3.22508, 0.96902], [1.72967, -2.94167, -0.52050], [2.51774, -4.52900, -0.26346], [-0.39224, -3.08755, -0.62063], [-2.14543, -4.85217, -0.44935], [-2.55373, -3.40776, 0.50178], [-1.82018, -4.84510, 1.27963], [3.90326, 0.33544, 0.30353], [3.11687, 0.95001, -0.85729], [2.09802, 1.59168, -0.62191], [3.49999, 0.60532, -2.09348], [3.06862, 1.38929, -3.25810], [3.31480, 0.58016, 1.17935], [4.88846, 0.80505, 0.38806], [4.14576, -0.71140, 0.12267], [4.16909, -0.12775, -2.22533], [2.00737, 1.57931, -3.40527], [3.43071, 0.83524, -4.12182], [3.52914, 2.37182, -3.12343], [-2.60019, 3.63894, 0.40302], [-1.22228, 3.71422, -0.19045], [-0.29103, 2.98346, 0.21050], [-0.96540, 4.65966, -1.08725], [0.25233, 4.83669, -1.87246], [-3.30247, 3.29173, -0.35505], [-2.88168, 4.58362, 0.86751], [-2.61505, 2.86119, 1.16411], [-1.63544, 5.41496, -1.06086], [0.05251, 4.75510, -2.93904], [0.99399, 4.09435, -1.59535], [0.53708, 5.86298, -1.63170], [1.48682, 2.86476, 3.31130], [1.95867, 1.51299, 3.43962], [0.94864, 0.37770, 2.94978], [0.29683, 0.63499, 1.66200], [1.86948, -0.90500, 2.95174], [2.42378, -1.47399, 4.13402], [-0.02596, 0.19624, 4.17008], [-1.18480, -0.68779, 4.04597], [1.30118, 3.34295, 4.27320], [0.62644, 2.97071, 2.65441], [2.32177, 3.42936, 2.89547], [3.49989, -1.57798, 3.95984], [2.13316, -2.51530, 4.27290], [2.27036, -0.83083, 4.99561], [-1.39821, -0.93005, 5.08101], [-0.97946, -1.55372, 3.42145], [-1.97956, -0.09135, 3.60463], [0.69911, -3.13843, -4.14491], [-0.99636, -3.55157, -3.81983], [-1.84113, -2.32879, -3.47917], [-2.31108, -1.56437, -5.04326], [-1.07953, -4.25352, -2.98649], [-1.44125, -4.07623, -4.66176], [-1.16986, -1.60566, -3.01333], [-2.66875, -2.40154, -2.77929]], "forces_ev_per_a": [[-0.642, -0.519, 1.950], [-1.546, -1.726, -3.123], [0.026, 1.441, 0.564], [-0.618, -0.543, 0.483], [0.224, 1.183, 0.563], [2.426, 0.597, -0.180], [0.171, 0.271, -0.181], [0.448, -0.095, -0.166], [-0.039, -0.141, -0.100], [0.196, -0.152, -0.153], [-0.203, -0.126, 0.128], [-0.615, 0.747, -0.404], [1.107, -0.525, 0.281], [0.029, 0.219, 0.142], [-0.958, 1.032, -0.259], [0.257, -0.957, -0.598], [-0.114, -0.459, 0.397], [0.092, -0.214, -0.221], [0.065, -0.038, 0.092], [0.327, 0.174, 0.274], [-0.466, -0.014, 0.239], [0.292, 0.265, 0.019], [0.010, 0.083, 0.062], [0.315, 0.791, -0.781], [-0.151, -1.980, 0.790], [0.187, 0.833, 0.186], [-0.856, 0.790, -0.188], [0.472, -0.072, 0.053], [0.163, -0.574, 0.265], [-0.136, 0.264, 0.006], [-0.524, -0.166, 0.274], [0.264, 0.098, 0.072], [-0.181, -0.597, 0.643], [0.141, 0.452, -0.182], [0.148, -0.030, -0.617], [0.043, -0.507, 0.063], [1.445, -0.377, 0.807], [-0.719, -0.658, -0.249], [-0.974, 0.250, -0.183], [-0.446, 0.516, 0.559], [-0.089, 0.396, -0.051], [-0.190, 0.076, -0.237], [0.215, 0.071, 0.046], [0.014, -0.097, -0.598], [-0.152, -0.063, 0.021], [-0.001, 0.061, 0.211], [0.712, -0.163, -0.317], [0.758, 1.004, -0.063], [-1.020, -0.455, -0.114], [0.890, -0.132, 0.298], [-0.094, -0.035, -0.147], [-0.540, 0.059, -0.551], [1.296, -0.227, -0.078], [-0.173, -0.093, -0.134], [0.325, 0.926, 0.151], [-0.234, -0.540, 0.227], [-0.004, -0.228, -0.068], [-0.107, -0.063, -0.274], [-0.023, 0.421, 0.040], [-0.799, 0.258, 0.040], [-0.193, -0.220, 0.145], [-0.268, -0.350, -0.135], [0.121, -0.089, 0.112], [-0.154, -0.184, 0.004], [-0.188, -0.141, -0.001], [-1.415, -0.503, 0.794], [1.536, 1.037, -0.475], [-0.382, 0.051, 0.350], [0.570, 0.063, 0.099], [0.339, 0.101, -0.249], [-0.097, 0.138, 0.075], [-0.315, -0.613, -0.452]]}

Number 1 is which compound?
C19H17F3N2O4